[1]
Formula: C12H15F3N6O6S
Source: the OMol25 dataset
Level of theory: wB97M-V/def2-TZVPD

Computed properties:
Kohn-Sham gap: 0.1972 Eh
LUMO energy: -2.69 eV
2S+1: 1
Net charge: 0

Last column: Löwdin charge in e.
CARTESIAN COORDINATES (ANGSTROEM)
O1 -0.61514 2.48300 -1.77413  -0.271
S1 -1.41809 1.30922 -1.51662  0.787
O2 -1.73393 0.86607 -0.17710  -0.275
C1 -3.08799 1.60456 -2.39273  -0.596
F1 -3.71150 2.63158 -1.78691  0.147
F2 -2.88829 1.90482 -3.69516  0.132
F3 -3.85669 0.49631 -2.30367  0.129
C2 -0.60383 -0.05445 -2.36737  -0.229
C3 -0.66790 -1.33770 -1.80547  0.084
C4 -0.16181 -2.38921 -2.57175  -0.098
N1 -0.38635 -3.75485 -2.41980  -0.145
O3 -0.89182 -4.44754 -1.55604  0.102
O4 0.06677 -4.34365 -3.63223  0.063
N2 0.57561 -3.40388 -4.49204  0.152
C5 0.42549 -2.21751 -3.83684  -0.138
C6 0.57997 -0.87791 -4.34180  -0.043
N3 1.17395 -0.58232 -5.62777  -0.307
O5 1.68096 -1.47897 -6.32921  0.091
O6 1.15735 0.61897 -5.98963  0.057
C7 0.06794 0.18585 -3.57589  0.060
H1 -1.12334 -1.55146 -0.84203  0.141
H2 0.19175 1.21054 -3.91430  0.135
C8 2.57013 0.18937 2.34436  -0.083
N4 1.44871 1.08917 2.26285  -0.156
C9 1.45833 2.07372 1.21031  -0.088
C10 0.30881 1.12800 3.01690  -0.427
N5 -0.50189 2.10175 2.70650  0.071
N6 0.01875 0.18740 3.97714  -0.152
C11 0.92699 -0.72942 4.63011  -0.072
C12 -1.26279 0.24510 4.65769  -0.071
H3 3.08717 0.24689 3.31249  0.088
H4 2.29518 -0.85099 2.12254  0.085
H5 3.28446 0.50167 1.57386  0.088
H6 0.55824 2.68321 1.39928  0.057
H7 2.36220 2.68584 1.26356  0.089
H8 1.36851 1.61069 0.22074  0.075
H9 -1.33169 2.19802 3.28814  0.033
H10 1.74549 -1.05285 3.99273  0.046
H11 1.33008 -0.30518 5.56535  0.098
H12 0.32618 -1.60842 4.90140  0.084
H13 -2.03819 0.56785 3.96074  0.081
H14 -1.48537 -0.76245 5.02129  0.081
H15 -1.24242 0.92914 5.52050  0.098

Cartesian forces, eV/Å:
-0.88 -0.74 -0.02
0.96 0.31 1.08
-0.03 0.27 -1.33
-0.33 -0.04 -0.20
0.68 -0.98 -0.53
-0.12 -0.30 1.09
0.67 0.90 -0.11
-0.70 -1.42 1.20
-0.43 1.15 -0.01
-0.29 -1.40 -0.04
0.20 0.61 -0.51
0.58 0.78 -0.89
-0.06 0.57 1.10
-0.36 1.68 1.36
0.11 -1.51 -2.06
-0.68 1.00 1.46
1.32 1.19 -2.61
-1.24 1.21 1.98
-0.12 -2.17 0.89
0.89 -1.17 -1.57
-0.13 0.28 -0.16
-0.07 -0.22 -0.16
0.24 0.00 -0.22
0.21 -0.18 0.00
0.15 0.54 -0.48
-1.25 0.99 0.10
-0.85 -0.32 1.07
-0.01 -0.48 -0.02
0.03 -0.21 0.25
0.13 0.24 -0.11
-0.05 -0.09 -0.26
0.13 0.10 0.06
-0.14 -0.09 0.21
0.82 -0.04 -0.55
0.05 -0.05 -0.12
0.17 -0.02 0.02
0.48 -0.32 -0.06
-0.30 0.02 0.32
0.04 -0.10 -0.19
0.40 0.06 -0.02
0.00 -0.18 0.18
-0.14 0.22 -0.06
-0.07 -0.08 -0.13



[2]
Formula: C28H70Cl8O7S7
Source: the OMol25 dataset
Level of theory: wB97M-V/def2-TZVPD

Computed properties:
Kohn-Sham gap: 0.3021 Eh
LUMO energy: 0.07 eV
2S+1: 1
Relative energy (zero: lowest compared OMol25 entry of this formula, charge and spin): 0.0 kJ/mol
Net charge: 0

Last column: Löwdin charge in e.
CARTESIAN COORDINATES (ANGSTROEM)
C1 -0.29952 2.13697 -6.50022  -0.271
S1 -1.04878 3.27563 -5.33241  0.821
O1 -0.91712 2.63354 -3.99098  -0.616
C2 0.26972 4.46918 -5.37510  -0.275
H1 -0.92200 1.24804 -6.55989  0.039
H2 0.70488 1.91625 -6.14422  0.016
H3 -0.27971 2.62754 -7.47494  0.061
H4 0.08515 5.28535 -4.67253  0.018
H5 0.46047 4.97336 -6.32288  0.068
H6 1.17748 3.98392 -5.00572  0.061
C3 -0.94770 1.94738 -1.06685  -0.280
S2 0.28961 1.11325 -0.07502  0.818
O2 -0.44653 0.53050 1.08648  -0.547
C4 0.54517 -0.22444 -1.24161  -0.279
H7 -1.33036 2.79035 -0.49629  0.026
H8 -1.71097 1.23374 -1.36473  0.012
H9 -0.47117 2.31678 -1.98042  0.015
H10 0.87090 0.19790 -2.19071  0.021
H11 -0.34851 -0.83829 -1.35450  0.016
H12 1.28787 -0.88302 -0.78914  0.033
C5 6.07347 0.33390 -1.37938  -0.279
S3 4.55681 1.20647 -1.05390  0.802
O3 3.71176 1.13497 -2.27059  -0.556
C6 3.88646 -0.05166 0.03662  -0.287
H13 6.61501 0.83107 -2.18213  0.053
H14 5.88900 -0.70333 -1.65699  0.061
H15 6.69077 0.39245 -0.48025  0.055
H16 4.58959 -0.30255 0.82913  0.062
H17 3.67255 -0.92010 -0.58777  0.055
H18 2.93945 0.29633 0.44019  0.013
C7 -4.92579 5.61566 2.40257  -0.264
S4 -3.53900 4.56486 2.81755  0.788
O4 -4.02536 3.71435 3.93330  -0.540
C8 -3.61272 3.56519 1.34288  -0.271
H19 -5.81493 4.98746 2.40643  0.058
H20 -4.76051 6.03843 1.40804  0.054
H21 -5.00109 6.44377 3.10122  0.049
H22 -2.93882 2.71949 1.44384  0.038
H23 -3.41328 4.18335 0.47005  0.054
H24 -4.63323 3.17551 1.27001  0.064
C9 0.82465 0.44597 3.90667  -0.288
S5 -0.46128 0.79795 5.08753  0.805
O5 -0.07293 2.02380 5.82822  -0.558
C10 -1.71909 1.29378 3.91249  -0.268
H25 1.71471 0.07852 4.41454  0.050
H26 1.05849 1.32896 3.30906  0.046
H27 0.47676 -0.31540 3.20814  0.016
H28 -1.37703 2.23217 3.47232  0.034
H29 -2.63865 1.49453 4.45751  0.044
H30 -1.84912 0.52347 3.15536  0.045
C11 -0.07164 5.90904 3.27943  -0.250
S6 0.31136 4.57946 2.14530  0.830
O6 -0.73579 4.50189 1.08986  -0.570
C12 1.74417 5.32324 1.37024  -0.292
H31 -0.73033 5.51150 4.04847  0.043
H32 -0.58633 6.71699 2.76088  0.065
H33 0.87492 6.21850 3.71866  0.054
H34 2.52402 5.46819 2.11758  0.076
H35 1.49430 6.25967 0.87227  0.021
H36 2.08902 4.58567 0.64524  0.040
C13 0.32046 5.04577 -1.58449  -0.254
S7 1.68124 5.84722 -2.44546  0.822
O7 1.10870 7.03299 -3.12631  -0.542
C14 2.53937 6.43701 -0.97868  -0.282
H37 -0.51580 5.04193 -2.28015  0.059
H38 0.00862 5.64436 -0.72638  0.040
H39 0.60269 4.04547 -1.26482  0.036
H40 3.31782 7.13285 -1.28705  0.065
H41 3.01604 5.57673 -0.50682  0.043
H42 1.83081 6.96204 -0.34040  0.039
C15 -3.71865 0.03709 -3.52696  -2.027
Cl1 -3.91267 1.77699 -3.36983  0.568
Cl2 -4.36653 -0.48644 -5.10215  0.519
Cl3 -1.99558 -0.35711 -3.49403  0.557
Cl4 -4.53825 -0.79054 -2.21974  0.560
C16 2.09334 -1.14006 -6.30846  -2.056
Cl5 1.28597 -0.95054 -4.74642  0.533
Cl6 0.86347 -1.33529 -7.56549  0.531
Cl7 3.07424 0.27471 -6.63942  0.553
Cl8 3.10925 -2.57860 -6.25475  0.535
C17 -2.10617 -3.15138 -0.46829  -0.126
C18 -2.53986 -4.50005 0.09244  -0.269
C19 -3.95291 -4.87465 -0.35447  -0.240
C20 -4.47617 -6.19975 0.18335  -0.235
C21 -3.56008 -7.38874 -0.10376  -0.282
C22 -4.23557 -8.69326 0.28207  -0.125
H43 -2.66695 -2.30419 -0.06701  0.067
H44 -2.15384 -3.15930 -1.55892  0.065
H45 -1.06176 -2.93720 -0.21500  0.044
H46 -1.88501 -5.22763 -0.40411  0.102
H47 -2.37882 -4.61648 1.16544  0.113
H48 -3.93782 -4.89848 -1.45234  0.114
H49 -4.67091 -4.07977 -0.11898  0.109
H50 -4.62677 -6.10461 1.26271  0.115
H51 -5.44405 -6.37552 -0.29680  0.111
H52 -3.27011 -7.38663 -1.15758  0.112
H53 -2.65383 -7.26927 0.49690  0.102
H54 -3.59788 -9.57481 0.17189  0.066
H55 -4.58512 -8.66885 1.31475  0.072
H56 -5.08075 -8.90340 -0.38070  0.071
C23 0.95946 -2.79533 1.99125  -0.108
C24 2.47251 -2.56849 1.95793  -0.267
C25 3.21259 -3.42293 2.99017  -0.233
C26 3.20704 -4.90982 2.70831  -0.239
C27 3.97338 -5.71205 3.74077  -0.287
C28 3.64851 -7.19913 3.71622  -0.122
H57 0.70157 -3.74556 1.51755  0.068
H58 0.43299 -2.01113 1.44167  0.041
H59 0.58938 -2.81864 3.01727  0.081
H60 2.86676 -2.73675 0.95264  0.099
H61 2.66958 -1.52565 2.22867  0.084
H62 2.82189 -3.18807 3.98512  0.116
H63 4.25674 -3.07872 3.02665  0.113
H64 2.17682 -5.28758 2.71225  0.111
H65 3.62392 -5.13111 1.72151  0.121
H66 5.04951 -5.61068 3.54642  0.108
H67 3.85302 -5.31749 4.75397  0.108
H68 2.61197 -7.40048 3.98832  0.071
H69 3.85387 -7.63656 2.73561  0.072
H70 4.29906 -7.74383 4.40499  0.067

Cartesian forces, eV/Å:
-0.14 0.28 -0.11
0.03 -0.02 -0.08
0.01 0.08 -0.06
0.76 0.83 0.41
0.03 -0.08 0.11
-0.01 -0.14 -0.05
0.09 -0.05 -0.01
-0.42 -0.15 0.03
-0.22 -0.41 -0.25
-0.04 -0.18 -0.21
0.42 0.22 -0.30
-0.82 0.07 -0.31
0.15 -0.13 0.16
0.22 -0.46 0.28
-0.06 -0.10 0.11
-0.10 0.02 0.30
-0.10 -0.10 0.15
0.22 -0.07 0.03
-0.24 0.36 0.08
0.24 0.13 -0.25
0.61 -0.10 -0.05
-0.29 0.00 0.25
-0.14 0.09 -0.33
-0.07 -0.14 -0.02
-0.15 0.10 -0.05
-0.10 0.01 0.01
-0.05 -0.10 0.01
-0.06 0.04 0.06
0.18 -0.04 -0.02
0.09 0.20 0.16
0.04 0.27 -0.62
0.17 0.15 0.26
0.01 -0.21 0.23
-0.79 -0.22 -0.22
-0.08 0.07 0.08
-0.05 -0.05 0.02
-0.02 -0.16 0.24
0.29 0.17 -0.05
0.33 -0.10 0.00
0.03 0.01 0.06
0.28 -0.13 -0.64
-0.29 -0.38 0.16
0.19 0.33 0.14
0.09 0.20 0.04
-0.06 0.11 0.23
-0.03 0.12 0.17
-0.10 -0.03 0.10
0.03 -0.08 -0.16
0.00 -0.07 0.05
-0.02 0.04 -0.04
-0.19 -0.05 0.05
0.31 -0.58 0.45
-0.32 0.15 0.00
-0.39 -0.40 0.79
0.03 -0.04 0.03
0.18 0.07 -0.12
-0.09 0.15 0.11
0.00 0.02 0.04
-0.25 -0.72 1.05
-0.19 0.03 0.22
-0.01 0.63 0.15
0.27 -0.36 0.00
-0.22 0.39 -0.14
0.57 0.48 -1.00
0.10 -0.36 -0.16
0.07 -0.13 -0.16
-0.03 0.05 -0.08
-0.03 -0.01 -0.28
-0.04 0.41 -0.16
0.40 0.20 -0.73
0.22 0.04 -0.43
-0.18 0.05 0.05
-0.07 0.02 0.19
-0.07 -0.18 -0.13
-0.14 -0.09 0.10
-0.24 -0.18 0.17
0.03 0.06 0.02
0.02 0.03 -0.06
0.14 0.15 -0.07
0.09 -0.06 -0.05
0.52 0.27 0.47
0.12 -0.35 -0.96
-0.03 0.35 -0.09
0.14 0.17 -0.39
-0.07 0.13 0.50
-0.06 -0.53 -0.41
-0.22 -0.08 -0.14
-0.24 0.09 0.00
-0.06 -0.13 0.02
0.09 -0.10 0.35
-0.14 0.24 0.07
-0.01 -0.13 0.03
0.11 0.01 0.19
-0.13 -0.13 0.00
-0.09 -0.10 0.24
0.03 -0.05 0.00
0.10 -0.04 -0.17
0.22 0.19 0.10
-0.08 0.03 -0.02
-0.16 0.19 0.19
0.15 -0.11 -0.47
-0.29 0.11 0.68
0.63 0.47 -0.44
-0.54 -0.28 0.42
0.79 -0.30 0.09
0.33 -0.19 0.07
-0.04 -0.03 0.10
-0.05 0.01 0.12
-0.02 0.06 0.01
0.03 -0.03 0.00
-0.02 0.04 -0.20
-0.18 -0.24 -0.01
-0.03 -0.09 -0.03
-0.01 0.13 -0.15
-0.09 0.13 -0.08
-0.06 0.09 -0.01
-0.32 0.05 -0.06
-0.02 0.00 -0.05
-0.20 0.11 -0.08
-0.14 0.03 0.12



[3]
Formula: H22HeO11
Source: the OMol25 dataset
Level of theory: wB97M-V/def2-TZVPD

Computed properties:
Kohn-Sham gap: 0.3921 Eh
LUMO energy: -0.33 eV
2S+1: 1
Relative energy (zero: lowest compared OMol25 entry of this formula, charge and spin): 111.9 kJ/mol
Net charge: 0

Last column: Löwdin charge in e.
CARTESIAN COORDINATES (ANGSTROEM)
He1 -0.39362 -11.89837 -18.80164  0.195
O1 -3.57978 -8.67099 -19.20920  -0.057
H1 -3.77974 -9.18523 -18.42702  0.032
H2 -2.62367 -8.63196 -19.23280  -0.018
O2 1.30304 -9.46475 -19.92558  -0.052
H3 0.86604 -8.99210 -19.21716  0.012
H4 0.59513 -9.71608 -20.51882  -0.013
O3 -0.54300 -9.60074 -21.87591  -0.018
H5 -0.32769 -10.39138 -22.37064  0.053
H6 -1.47664 -9.68541 -21.68261  0.051
O4 -0.91946 -8.52731 -18.02632  -0.035
H7 -0.68121 -7.67767 -18.39724  0.056
H8 -0.35068 -8.62372 -17.26249  0.059
O5 -1.16415 -11.74740 -15.58191  -0.064
H9 -0.35961 -11.83348 -16.09333  -0.037
H10 -1.83423 -12.17543 -16.11482  0.015
O6 2.69847 -12.43573 -22.27151  -0.051
H11 2.65560 -12.32196 -21.32207  -0.018
H12 1.82234 -12.20535 -22.58062  0.014
O7 -2.69275 -11.86158 -20.03454  -0.068
H13 -2.51293 -11.88177 -20.97448  0.043
H14 -2.09274 -12.50737 -19.66149  -0.041
O8 1.32913 -12.35442 -16.81593  -0.065
H15 1.63580 -12.05756 -17.67269  -0.019
H16 1.46514 -13.30185 -16.82741  0.051
O9 -1.11571 -14.32860 -19.43789  -0.064
H17 -1.44202 -14.74226 -20.23704  0.048
H18 -0.43033 -14.91887 -19.12475  0.045
O10 -4.71334 -13.25780 -18.59583  -0.058
H19 -4.23309 -12.71111 -19.21770  -0.022
H20 -4.42352 -12.95406 -17.73560  0.022
O11 2.80132 -11.72506 -19.36632  -0.056
H21 3.75298 -11.62718 -19.39797  0.064
H22 2.46477 -10.83597 -19.47817  -0.003

Cartesian forces, eV/Å:
0.09 0.12 0.03
-0.35 0.25 -0.48
0.04 -0.15 0.16
0.18 -0.15 0.27
1.06 -0.03 0.54
-0.24 -0.02 0.22
-0.53 0.08 -0.49
0.05 -0.03 -0.08
0.09 -0.17 -0.32
-0.43 0.09 0.18
0.22 -0.13 -0.34
-0.06 0.48 -0.02
0.00 -0.17 0.46
-0.50 0.25 0.35
0.66 -0.18 -0.25
-0.16 -0.08 -0.07
0.09 -0.13 -0.48
0.00 0.10 0.67
-0.10 0.00 -0.13
-0.27 0.37 -0.12
-0.11 -0.04 -0.22
0.40 -0.43 0.24
-0.23 0.07 0.41
0.40 0.12 -0.52
0.05 -0.21 0.10
-0.09 0.26 -0.05
-0.19 -0.21 -0.18
0.20 -0.07 0.16
-0.37 -0.40 0.21
0.27 0.34 -0.36
-0.02 0.04 0.20
0.16 -0.84 0.08
0.33 -0.10 0.12
-0.65 0.97 -0.28



Number 1: strongest force on any atom 3.15 eV/A. Number 2: strongest force on any atom 1.30 eV/A. Number 3: strongest force on any atom 1.20 eV/A.